Entry 1:
Below is a gas-phase ion, C12H20BCl2F3IO8P2 (charge -1), with properties calculated with wB97M-V/def2-TZVPD.

Each line ends with the Löwdin charge.
Cartesian coordinates (Å):
C: 0.844 1.525 2.922  -0.1568
C: -0.341 1.779 1.841  -0.2631
C: 0.037 1.096 0.419  -0.5715
P: 1.729 1.836 -0.025  0.9452
P: 1.575 3.641 -1.226  0.4204
O: 0.316 4.463 -0.952  -0.3974
O: 1.762 3.166 -2.862  -0.2579
O: 2.931 4.634 -0.842  -0.2450
O: 0.339 -0.317 0.525  -0.0591
B: -0.803 -1.137 0.060  -0.8923
C: -1.551 -1.656 1.469  -0.0183
C: -0.512 -2.136 2.587  -0.2467
O: 0.533 -3.002 2.104  -0.0355
C: -1.199 -2.874 3.836  -0.3575
F: -0.195 -3.028 4.850  0.0321
F: -2.189 -2.035 4.432  0.0538
F: -1.685 -4.165 3.557  0.0730
C: -0.533 -2.441 -0.903  -0.5298
Cl: -1.500 -2.393 -2.485  0.5791
C: 1.007 -2.757 -1.202  -0.6380
C: 1.795 -1.603 -1.979  -0.1481
Cl: 1.018 -4.238 -2.351  0.4562
O: -1.781 -0.104 -0.396  -0.0962
C: -1.213 1.213 -0.607  -0.6479
I: -2.757 2.737 -0.148  0.9297
C: -0.940 1.486 -2.161  -0.1558
C: -2.077 0.967 -3.146  -0.4398
O: -3.232 0.646 -2.845  0.0399
O: -1.746 0.912 -4.543  0.0297
H: 0.399 1.529 3.969  0.0706
H: 1.381 0.526 2.733  0.0715
H: 1.605 2.388 2.891  0.0582
H: -0.377 2.923 1.708  0.0837
H: -1.350 1.387 2.224  0.0970
H: 2.369 0.838 -0.860  -0.0590
H: 1.859 3.953 -3.446  0.0746
H: 3.657 3.995 -0.658  0.0446
H: -2.351 -2.442 1.223  0.1241
H: -2.082 -0.725 1.895  0.1169
H: -0.039 -1.179 3.014  0.1491
H: 0.148 -3.872 1.838  0.1147
H: -0.940 -3.357 -0.334  0.0940
H: 1.602 -3.079 -0.292  0.1003
H: 2.698 -1.318 -1.323  0.0756
H: 1.195 -0.647 -2.123  0.0491
H: 2.215 -1.910 -2.989  0.0642
H: -0.911 2.633 -2.287  0.0817
H: 0.062 1.105 -2.548  0.0954
H: -0.773 1.040 -4.564  0.0915

Calculated values
- Kohn-Sham gap: 7.9 eV
- E_LUMO: 2.03 eV
- 2S+1: 1
- Net charge: -1



Entry 2:
Below is a molecular structure, C12H20Br2InN4S4, with properties calculated with wB97M-V/def2-TZVPD.

Each line ends with the Löwdin charge.
Cartesian coordinates (Å):
In: -1.246 -0.104 0.530  0.2362
C: 0.200 -2.819 -0.491  -0.1713
C: -0.120 -3.056 0.981  -0.1574
N: -0.126 -1.798 1.747  -0.1150
C: 1.193 -1.282 2.143  -0.1231
C: 1.832 -0.420 1.074  -0.2367
C: 3.201 -0.259 0.962  0.0145
C: 3.688 0.580 -0.032  -0.0078
C: 2.809 1.216 -0.894  0.0142
C: 1.450 1.004 -0.725  -0.2453
C: 0.411 1.664 -1.604  -0.1323
N: -0.900 1.007 -1.530  -0.1134
C: -1.152 0.010 -2.589  -0.1714
C: -0.363 -1.269 -2.348  -0.1698
N: -0.758 -1.869 -1.068  -0.1181
N: 1.001 0.216 0.246  0.0806
H: 0.198 -3.778 -1.017  0.1374
H: 1.200 -2.397 -0.602  0.1194
H: 0.597 -3.770 1.396  0.1320
H: -1.116 -3.493 1.072  0.1335
H: -0.703 -1.903 2.576  0.1088
H: 1.874 -2.094 2.413  0.1363
H: 1.047 -0.657 3.026  0.1270
H: 3.871 -0.780 1.632  0.1286
H: 4.755 0.725 -0.142  0.1246
H: 3.169 1.858 -1.687  0.1301
H: 0.776 1.698 -2.635  0.1403
H: 0.291 2.695 -1.266  0.0775
H: -1.623 1.721 -1.551  0.0345
H: -0.898 0.417 -3.572  0.1334
H: -2.222 -0.209 -2.581  0.1182
H: 0.706 -1.053 -2.304  0.1215
H: -0.516 -1.952 -3.187  0.1381
H: -1.660 -2.328 -1.176  0.1047
Br: -2.672 3.870 -0.418  0.6585
C: -1.793 4.420 1.206  -1.0323
Br: 0.120 4.193 1.155  0.6233
H: -2.170 3.797 2.007  -0.0528
H: -1.995 5.474 1.343  0.0053
S: -1.416 1.245 2.590  0.0733
S: -2.991 0.067 3.280  -0.0335
S: -4.385 0.254 1.804  -0.0283
S: -3.563 -0.838 0.234  0.0567

Calculated values
- Kohn-Sham gap: 7.7 eV
- E_LUMO: -2.95 eV
- 2S+1: 1
- Net charge: +1



Entry 3:
Below is 4 unconnected molecules or ions with the total composition C12H20Br4O4, with properties calculated with wB97M-V/def2-TZVPD.

Each line ends with the Löwdin charge.
Cartesian coordinates (Å):
O: -0.339 2.237 -0.664  0.1475
C: 0.319 1.538 -1.328  -0.4198
O: 0.902 1.843 -2.594  -0.0001
C: 1.602 0.721 -3.090  -0.1874
C: 1.617 -0.427 -2.057  -0.1623
C: 0.700 0.080 -1.016  -0.1189
H: 2.639 1.002 -3.263  0.1171
H: 1.128 0.390 -4.036  0.1247
H: 2.628 -0.558 -1.645  0.1178
H: 1.275 -1.401 -2.497  0.1274
H: 1.037 -0.077 0.021  0.1068
H: -0.287 -0.480 -1.083  0.1033
O: 3.229 -2.942 1.819  0.1297
C: 3.128 -1.916 2.433  -0.4502
O: 2.285 -0.928 2.005  -0.0094
C: 2.139 0.148 2.937  -0.1355
C: 3.422 -0.040 3.788  -0.1646
C: 3.719 -1.487 3.766  -0.0891
H: 1.283 0.060 3.571  0.1102
H: 2.037 1.086 2.441  0.1176
H: 3.330 0.375 4.806  0.1221
H: 4.300 0.530 3.490  0.1170
H: 3.313 -2.126 4.522  0.1262
H: 4.787 -1.689 3.818  0.1307
Br: -5.943 1.491 -3.796  0.6831
C: -4.188 0.858 -3.952  -0.7944
C: -4.075 -0.599 -3.399  -0.6978
Br: -2.233 -1.176 -3.499  0.6514
H: -3.518 1.444 -3.332  0.0365
H: -3.724 1.087 -4.956  0.0774
H: -4.679 -1.351 -3.938  0.0611
H: -4.461 -0.453 -2.404  0.0180
Br: -2.326 -1.728 2.583  0.6121
C: -1.622 -0.197 1.601  -0.6715
C: -2.507 1.083 1.676  -0.6560
Br: -4.131 1.059 0.594  0.6145
H: -1.447 -0.541 0.614  0.0060
H: -0.638 -0.130 2.040  0.0165
H: -1.956 1.982 1.324  0.0494
H: -2.747 1.231 2.703  0.0333

Calculated values
- Kohn-Sham gap: 10.6 eV
- E_LUMO: 0.45 eV
- SMILES string: O=C1CCCO1.O=C1CCCO1.BrCCBr.BrCCBr
- 2S+1: 1